DFT (ωB97M-V/def2-TZVPD) results for C5H8N2 in the gas phase.

Each line ends with the Löwdin charge.
CARTESIAN COORDINATES (ANGSTROEM)
C  1.397  -0.931  0.527  -0.057
C  2.590  -0.270  0.325  -0.174
N  0.375  -0.074  -0.020  -0.051
C  1.085  1.013  -0.428  -0.236
H  -1.192  -0.979  -1.234  0.116
H  -3.171  0.056  -0.205  0.078
H  -2.192  0.931  0.968  0.073
C  -2.236  0.011  0.378  -0.091
C  -1.041  -0.118  -0.573  -0.179
N  2.370  0.956  -0.241  0.040
H  1.205  -1.789  1.166  0.097
H  0.594  1.837  -0.918  0.117
H  -1.101  0.752  -1.243  0.101
H  -2.325  -0.840  1.053  0.067
H  3.639  -0.556  0.444  0.099

Computed properties:
gap between HOMO and LUMO	9.62	eV
relative energy (zero: lowest compared OMol25 entry of this formula, charge and spin)	19.6	kcal per mole
LUMO level	0.86	eV
structure (SMILES)	CCn1ccnc1

=====

DFT (ωB97M-V/def2-TZVPD) results for C5H8N2 in the gas phase.

Each line ends with the Löwdin charge.
CARTESIAN COORDINATES (ANGSTROEM)
H  -1.393  -1.098  -1.994  0.082
H  -0.949  1.488  -0.245  0.144
C  -0.782  -0.621  -0.089  -0.395
N  1.110  -2.446  -0.011  0.156
C  0.266  -1.655  -0.006  -0.194
H  1.997  1.040  -0.808  0.104
H  -2.246  -1.778  -0.784  0.083
C  0.882  0.780  1.131  -0.128
C  1.194  1.409  -0.181  -0.116
N  -1.800  -0.912  -1.082  0.047
C  -0.154  0.759  -0.018  -0.235
H  0.643  1.263  2.071  0.099
H  -1.337  -0.607  0.862  0.151
H  1.060  2.485  -0.159  0.102
H  1.508  -0.109  1.314  0.101

Computed properties:
gap between HOMO and LUMO	10.92	eV
relative energy (zero: lowest compared OMol25 entry of this formula, charge and spin)	52.8	kcal per mole
LUMO level	0.86	eV
structure (SMILES)	N#C[C@H](N)C1CC1

=====

DFT (ωB97M-V/def2-TZVPD) results for C5H8N2 in the gas phase.

Each line ends with the Löwdin charge.
CARTESIAN COORDINATES (ANGSTROEM)
C  -1.347  0.055  -0.178  -0.337
H  -0.111  -1.625  -1.091  0.100
H  1.119  1.875  0.747  0.149
H  2.378  -1.570  -0.372  0.078
H  -3.358  0.237  0.099  0.077
H  3.000  0.085  -0.497  0.074
N  0.497  1.137  0.464  0.039
C  -0.882  1.238  0.348  -0.089
H  -1.397  2.149  0.627  0.105
C  -0.192  -0.772  -0.444  -0.011
N  -2.693  -0.263  -0.481  0.059
C  2.317  -0.564  0.059  -0.041
H  2.666  -0.639  1.094  0.077
C  0.904  -0.084  0.020  -0.356
H  -2.880  -1.253  -0.390  0.075

Computed properties:
gap between HOMO and LUMO	8.43	eV
relative energy (zero: lowest compared OMol25 entry of this formula, charge and spin)	6.3	kcal per mole
LUMO level	1.09	eV
structure (SMILES)	Cc1cc(N)c[nH]1

=====

- Among the records above, which one has the highest relative energy (zero: lowest compared OMol25 entry of this formula, charge and spin)?
  number 2